# 1
C26H36BBr44O3 | ωB97M-V/def2-TZVPD

Output
LUMO level   0.687 eV
Frontier orbital gap   0.2224 Eh

```
! wB97M-V def2-TZVPD RIJCOSX def2/J DEFGRID3
* xyz -1 1
C -1.831 -1.756 -0.507
O -2.065 -0.391 -0.162
C -3.415 0.023 -0.623
C -3.235 0.520 -2.071
C -4.458 0.182 -2.964
C -4.243 -1.031 -3.897
C -4.659 -2.392 -3.317
C -6.131 -2.470 -2.861
C -6.274 -2.459 -1.327
C -7.633 -3.031 -0.710
O -8.370 -1.929 -0.205
B -7.677 -0.795 -0.864
C -7.765 0.705 -0.231
Br -7.056 0.932 1.555
C -8.261 1.746 -0.895
C -8.819 1.734 -2.286
Br -8.273 3.517 -0.066
O -6.258 -1.207 -0.691
H -2.622 -2.078 -1.186
H -1.860 -2.409 0.373
H -0.884 -1.878 -1.042
H -4.164 -0.762 -0.501
H -3.736 0.843 0.007
H -3.188 1.614 -2.021
H -2.316 0.178 -2.553
H -4.569 1.051 -3.627
H -5.378 0.132 -2.376
H -4.702 -0.856 -4.874
H -3.161 -1.098 -4.090
H -4.526 -3.128 -4.123
H -4.026 -2.739 -2.494
H -6.523 -3.446 -3.186
H -6.770 -1.740 -3.364
H -5.409 -3.044 -0.969
H -7.259 -3.534 0.201
H -8.188 -3.764 -1.309
H -8.053 -0.847 -2.021
H -9.909 1.622 -2.268
H -8.403 0.952 -2.915
H -8.616 2.686 -2.788
C 0.147 -5.185 -1.478
Br -1.713 -5.153 -1.976
Br 1.172 -3.892 -2.471
Br 0.389 -4.936 0.413
H 0.529 -6.165 -1.726
C 1.313 0.271 1.395
Br 2.646 1.087 2.527
Br 1.113 1.206 -0.280
Br 1.639 -1.600 1.118
H 0.364 0.347 1.915
C 2.581 0.923 -3.523
Br 3.797 1.935 -4.621
Br 0.805 1.667 -3.569
Br 2.585 -0.945 -3.991
H 2.934 0.998 -2.502
C -3.368 -0.296 3.602
Br -4.678 -1.699 3.649
Br -1.987 -0.508 4.952
Br -2.541 -0.132 1.814
H -3.891 0.628 3.822
C 5.914 -3.021 0.545
Br 4.685 -2.833 -0.929
Br 5.413 -1.925 2.049
Br 6.141 -4.867 1.053
H 6.875 -2.666 0.202
C 8.448 1.397 1.700
Br 7.370 1.525 0.107
Br 7.426 1.767 3.292
Br 9.359 -0.301 1.811
H 9.210 2.159 1.629
C 4.519 6.171 -5.175
Br 2.768 5.395 -5.000
Br 5.032 7.148 -3.598
Br 5.843 4.852 -5.657
H 4.473 6.882 -5.988
C 8.206 9.950 -4.275
Br 7.131 10.130 -5.864
Br 7.165 10.225 -2.679
Br 9.139 8.267 -4.233
H 8.953 10.729 -4.306
C 2.047 1.190 -8.106
Br 3.256 2.202 -9.214
Br 0.270 1.928 -8.130
Br 2.050 -0.679 -8.569
H 2.410 1.268 -7.093
C -5.944 -5.672 4.381
Br -4.500 -4.776 5.288
Br -6.448 -4.769 2.759
Br -5.541 -7.536 4.067
H -6.800 -5.642 5.041
C -0.926 3.304 6.369
Br 0.017 3.546 4.705
Br -2.826 3.149 6.095
Br -0.221 1.816 7.368
H -0.762 4.193 6.961
C 12.493 -0.054 4.352
Br 12.307 1.710 3.605
Br 13.893 -1.050 3.482
Br 12.736 0.004 6.261
H 11.565 -0.576 4.163
C 1.506 -2.431 7.148
Br -0.006 -1.931 8.230
Br 1.255 -1.971 5.302
Br 3.154 -1.687 7.822
H 1.596 -3.507 7.204
C 7.122 -0.221 7.238
Br 7.730 -1.779 8.197
Br 8.166 1.337 7.679
Br 7.070 -0.529 5.337
H 6.108 -0.025 7.556
*
```

Results of the Löwdin charge analysis, in e, for atoms 1 through 99: atom 1 (C): -0.148, atom 2 (O): -0.591, atom 3 (C): -0.256, atom 4 (C): -0.142, atom 5 (C): -0.175, atom 6 (C): -0.192, atom 7 (C): -0.198, atom 8 (C): -0.145, atom 9 (C): -0.326, atom 10 (C): -0.150, atom 11 (O): -0.054, atom 12 (B): -0.806, atom 13 (C): -0.546, atom 14 (Br): 0.661, atom 15 (C): -0.746, atom 16 (C): -0.158, atom 17 (Br): 0.582, atom 18 (O): -0.089, atom 19 (H): 0.057, atom 20 (H): 0.068, atom 21 (H): 0.060, atom 22 (H): 0.103, atom 23 (H): 0.066, atom 24 (H): 0.108, atom 25 (H): 0.098, atom 26 (H): 0.102, atom 27 (H): 0.103, atom 28 (H): 0.104, atom 29 (H): 0.099, atom 30 (H): 0.100, atom 31 (H): 0.066, atom 32 (H): 0.111, atom 33 (H): 0.105, atom 34 (H): 0.136, atom 35 (H): 0.064, atom 36 (H): 0.113, atom 37 (H): 0.110, atom 38 (H): 0.083, atom 39 (H): 0.056, atom 40 (H): 0.054, atom 41 (C): -1.609, atom 42 (Br): 0.616, atom 43 (Br): 0.530, atom 44 (Br): 0.573, atom 45 (H): -0.031, atom 46 (C): -1.584, atom 47 (Br): 0.549, atom 48 (Br): 0.611, atom 49 (Br): 0.539, atom 50 (H): -0.068, atom 51 (C): -1.613, atom 52 (Br): 0.563, atom 53 (Br): 0.559, atom 54 (Br): 0.556, atom 55 (H): -0.069, atom 56 (C): -1.495, atom 57 (Br): 0.539, atom 58 (Br): 0.469, atom 59 (Br): 0.971, atom 60 (H): -0.040, atom 61 (C): -1.620, atom 62 (Br): 0.542, atom 63 (Br): 0.531, atom 64 (Br): 0.574, atom 65 (H): -0.039, atom 66 (C): -1.606, atom 67 (Br): 0.582, atom 68 (Br): 0.527, atom 69 (Br): 0.559, atom 70 (H): -0.037, atom 71 (C): -1.621, atom 72 (Br): 0.562, atom 73 (Br): 0.557, atom 74 (Br): 0.546, atom 75 (H): -0.031, atom 76 (C): -1.642, atom 77 (Br): 0.558, atom 78 (Br): 0.553, atom 79 (Br): 0.562, atom 80 (H): -0.034, atom 81 (C): -1.652, atom 82 (Br): 0.556, atom 83 (Br): 0.567, atom 84 (Br): 0.564, atom 85 (H): -0.100, atom 86 (C): -1.631, atom 87 (Br): 0.541, atom 88 (Br): 0.598, atom 89 (Br): 0.543, atom 90 (H): -0.033, atom 91 (C): -1.631, atom 92 (Br): 0.560, atom 93 (Br): 0.576, atom 94 (Br): 0.529, atom 95 (H): -0.036, atom 96 (C): -1.655, atom 97 (Br): 0.555, atom 98 (Br): 0.568, atom 99 (Br): 0.571

# 2
C26H36BN8P2Ru | ωB97M-V/def2-TZVPD

Output
LUMO level (spin up / spin down)   -12.825 / -12.790 eV
Frontier orbital gap (spin up / spin down)   0.0963 / 0.1053 Eh

```
! wB97M-V def2-TZVPD RIJCOSX def2/J DEFGRID3
* xyz 3 1
Ru -0.227 -0.216 -0.126
C 2.719 -0.188 1.742
C 1.976 1.080 1.484
C 2.347 2.375 1.831
C 1.289 3.173 1.471
N 0.303 2.413 0.965
N 0.750 1.121 0.924
B -1.199 2.599 0.622
N -1.359 2.395 -0.888
C -1.815 3.155 -1.903
C -2.013 2.357 -2.998
C -1.651 1.067 -2.596
C -1.789 -0.221 -3.343
N -1.249 1.110 -1.322
N -2.009 1.542 1.404
C -2.916 1.716 2.389
C -3.384 0.494 2.785
C -2.707 -0.435 1.988
C -2.913 -1.913 1.974
N -1.868 0.200 1.163
N -1.770 4.010 1.071
C -1.389 4.849 2.195
C -2.293 5.834 2.304
C -3.227 5.605 1.266
C -4.433 6.329 0.893
N -2.852 4.424 0.548
H 3.768 -0.095 1.464
H 2.297 -1.028 1.203
H 2.691 -0.420 2.808
H 3.269 2.685 2.297
H 1.193 4.243 1.551
H -1.989 4.212 -1.784
H -2.393 2.655 -3.962
H -2.847 -0.449 -3.478
H -1.344 -1.059 -2.802
H -1.337 -0.169 -4.331
H -3.180 2.695 2.757
H -4.121 0.287 3.545
H -3.958 -2.135 1.761
H -2.678 -2.351 2.944
H -2.313 -2.399 1.211
H -0.523 4.622 2.796
H -2.306 6.644 3.017
H -4.401 7.366 1.220
H -5.281 5.852 1.414
H -4.644 6.243 -0.173
C 2.690 1.106 -1.647
P 1.583 -0.325 -1.661
C 1.170 -0.436 -3.418
C 2.575 -1.799 -1.370
C 3.827 -1.977 -1.956
C 4.489 -3.187 -1.816
C 3.896 -4.233 -1.115
C 2.652 -4.061 -0.527
C 1.995 -2.836 -0.640
P 0.394 -2.553 0.140
C 0.557 -3.128 1.843
C -0.762 -3.664 -0.704
H 3.311 1.081 -2.542
H 3.335 1.110 -0.777
H 2.102 2.026 -1.665
H 2.106 -0.452 -3.978
H 0.591 0.430 -3.735
H 0.624 -1.350 -3.634
H 4.292 -1.180 -2.525
H 5.467 -3.321 -2.261
H 4.407 -5.183 -1.025
H 2.211 -4.889 0.017
H 1.064 -4.093 1.828
H -0.419 -3.248 2.310
H 1.153 -2.428 2.426
H -0.454 -4.682 -0.458
H -0.682 -3.525 -1.782
H -1.796 -3.525 -0.395
*
```

Want to see where the charge sits? The Löwdin charges in e are: atom 1 (Ru): 1.095, atom 2 (C): 0.001, atom 3 (C): -0.302, atom 4 (C): 0.047, atom 5 (C): 0.012, atom 6 (N): 0.067, atom 7 (N): -0.080, atom 8 (B): -0.611, atom 9 (N): 0.041, atom 10 (C): 0.008, atom 11 (C): 0.046, atom 12 (C): -0.306, atom 13 (C): -0.021, atom 14 (N): -0.053, atom 15 (N): 0.035, atom 16 (C): 0.021, atom 17 (C): 0.047, atom 18 (C): -0.281, atom 19 (C): 0.001, atom 20 (N): -0.018, atom 21 (N): -0.036, atom 22 (C): -0.020, atom 23 (C): 0.008, atom 24 (C): -0.228, atom 25 (C): -0.014, atom 26 (N): 0.122, atom 27 (H): 0.111, atom 28 (H): 0.010, atom 29 (H): 0.113, atom 30 (H): 0.143, atom 31 (H): 0.144, atom 32 (H): 0.140, atom 33 (H): 0.138, atom 34 (H): 0.112, atom 35 (H): 0.048, atom 36 (H): 0.096, atom 37 (H): 0.143, atom 38 (H): 0.139, atom 39 (H): 0.111, atom 40 (H): 0.105, atom 41 (H): 0.018, atom 42 (H): 0.112, atom 43 (H): 0.136, atom 44 (H): 0.101, atom 45 (H): 0.112, atom 46 (H): 0.096, atom 47 (C): -0.190, atom 48 (P): 0.853, atom 49 (C): -0.210, atom 50 (C): -0.393, atom 51 (C): -0.043, atom 52 (C): -0.006, atom 53 (C): -0.007, atom 54 (C): -0.047, atom 55 (C): -0.400, atom 56 (P): 0.848, atom 57 (C): -0.182, atom 58 (C): -0.185, atom 59 (H): 0.072, atom 60 (H): 0.050, atom 61 (H): 0.066, atom 62 (H): 0.079, atom 63 (H): 0.052, atom 64 (H): 0.059, atom 65 (H): 0.122, atom 66 (H): 0.134, atom 67 (H): 0.134, atom 68 (H): 0.119, atom 69 (H): 0.072, atom 70 (H): 0.052, atom 71 (H): 0.050, atom 72 (H): 0.084, atom 73 (H): 0.062, atom 74 (H): 0.047

# 3
C26H36BrN6O5PSSn | ωB97M-V/def2-TZVPD

Output
LUMO level   -6.370 eV
Frontier orbital gap   0.2822 Eh

```
! wB97M-V def2-TZVPD RIJCOSX def2/J DEFGRID3
* xyz 2 1
Sn 0.236 0.127 0.301
N 2.541 -0.301 4.195
C 1.873 -0.426 3.050
S 0.791 0.846 2.572
N 2.028 -1.570 2.415
N 1.511 -1.612 1.170
C 1.671 -2.696 0.516
C 1.377 -2.713 -0.904
C 1.606 -3.859 -1.650
C 1.425 -3.804 -3.023
C 1.047 -2.594 -3.585
C 0.844 -1.503 -2.756
N 0.982 -1.546 -1.430
H 2.473 0.537 4.746
H 3.159 -1.041 4.489
H 2.135 -3.552 0.992
H 1.935 -4.765 -1.159
H 1.600 -4.675 -3.639
H 0.916 -2.484 -4.652
H 0.577 -0.551 -3.189
O -1.104 -1.354 1.454
C -2.508 -1.400 1.266
C -2.781 -0.846 -0.098
C -4.093 -0.816 -0.540
C -4.368 -0.339 -1.803
C -3.314 0.092 -2.588
C -2.041 0.048 -2.073
N -1.750 -0.412 -0.844
H -0.831 -1.574 2.355
H -3.030 -0.805 2.018
H -2.843 -2.436 1.333
H -4.882 -1.182 0.104
H -5.385 -0.306 -2.172
H -3.475 0.471 -3.587
H -1.219 0.390 -2.670
Br 3.553 0.607 0.042
C 2.577 1.687 -1.128
C 3.229 2.734 -1.742
C 2.512 3.530 -2.615
C 1.178 3.246 -2.830
C 0.602 2.195 -2.155
N 1.279 1.383 -1.317
H 4.272 2.916 -1.532
H 2.990 4.366 -3.108
H 0.574 3.846 -3.494
H -0.449 2.012 -2.270
C -1.359 3.699 3.600
C -2.554 3.554 2.674
C -3.592 4.624 2.969
C -3.177 2.172 2.759
O -2.125 3.829 1.303
P -1.166 3.176 0.264
O 0.132 3.840 0.104
O -1.038 1.639 0.622
O -2.042 3.103 -1.066
C -2.812 4.209 -1.666
C -2.148 5.552 -1.409
C -4.221 4.161 -1.101
C -2.824 3.901 -3.153
H -1.671 3.536 4.631
H -0.932 4.697 3.509
H -0.576 2.977 3.360
H -3.933 4.532 4.000
H -4.457 4.527 2.312
H -3.162 5.615 2.830
H -3.584 2.022 3.758
H -2.435 1.396 2.560
H -3.988 2.075 2.033
H -2.144 5.807 -0.350
H -2.696 6.325 -1.947
H -1.113 5.551 -1.755
H -4.213 4.330 -0.027
H -4.679 3.188 -1.298
H -4.834 4.932 -1.568
H -1.827 4.003 -3.586
H -3.487 4.592 -3.671
H -3.186 2.888 -3.329
*
```

Want to see where the charge sits? The Löwdin charges in e are: atom 1 (Sn): 1.118, atom 2 (N): 0.135, atom 3 (C): -0.816, atom 4 (S): 0.794, atom 5 (N): 0.019, atom 6 (N): -0.181, atom 7 (C): -0.048, atom 8 (C): -0.251, atom 9 (C): 0.025, atom 10 (C): -0.001, atom 11 (C): -0.007, atom 12 (C): -0.102, atom 13 (N): 0.049, atom 14 (H): 0.114, atom 15 (H): 0.129, atom 16 (H): 0.153, atom 17 (H): 0.133, atom 18 (H): 0.131, atom 19 (H): 0.125, atom 20 (H): 0.103, atom 21 (O): -0.153, atom 22 (C): -0.116, atom 23 (C): -0.218, atom 24 (C): 0.024, atom 25 (C): 0.001, atom 26 (C): -0.018, atom 27 (C): -0.106, atom 28 (N): 0.053, atom 29 (H): 0.121, atom 30 (H): 0.140, atom 31 (H): 0.154, atom 32 (H): 0.140, atom 33 (H): 0.133, atom 34 (H): 0.124, atom 35 (H): 0.085, atom 36 (Br): 0.930, atom 37 (C): -0.697, atom 38 (C): -0.063, atom 39 (C): 0.012, atom 40 (C): -0.008, atom 41 (C): -0.135, atom 42 (N): -0.053, atom 43 (H): 0.121, atom 44 (H): 0.136, atom 45 (H): 0.121, atom 46 (H): 0.079, atom 47 (C): -0.015, atom 48 (C): -0.590, atom 49 (C): -0.014, atom 50 (C): -0.023, atom 51 (O): -0.143, atom 52 (P): 0.297, atom 53 (O): -0.219, atom 54 (O): -0.449, atom 55 (O): -0.186, atom 56 (C): -0.590, atom 57 (C): -0.019, atom 58 (C): -0.007, atom 59 (C): -0.014, atom 60 (H): 0.101, atom 61 (H): 0.104, atom 62 (H): 0.021, atom 63 (H): 0.100, atom 64 (H): 0.085, atom 65 (H): 0.100, atom 66 (H): 0.103, atom 67 (H): 0.049, atom 68 (H): 0.097, atom 69 (H): 0.088, atom 70 (H): 0.104, atom 71 (H): 0.087, atom 72 (H): 0.069, atom 73 (H): 0.088, atom 74 (H): 0.103, atom 75 (H): 0.077, atom 76 (H): 0.103, atom 77 (H): 0.068